(1)
A single C8H8N4O2 molecule in a non-equilibrium geometry, computed with wB97M-V/def2-TZVPD.

The geometry in XYZ format:
```
22
Properties=species:S:1:pos:R:3:lowdin_charge:R:1
C -1.484 -1.016 -0.259 -0.03
C -2.426 -0.057 -0.378 -0.04
C 1.778 -1.942 0.485 -0.11
C -0.153 -0.964 0.203 -0.30
C 0.692 -0.050 0.781 0.03
C -2.307 1.355 -0.554 -0.30
C -1.145 1.963 -0.693 0.15
C 2.887 -0.042 1.801 -0.03
N 0.567 -2.163 0.063 0.09
N 1.860 -0.622 0.982 -0.15
N -3.507 2.050 -0.657 0.14
N -0.628 3.165 -0.898 -0.43
O 0.299 3.730 -0.383 0.10
O -1.300 3.626 -1.877 0.04
H -1.926 -1.984 -0.101 0.12
H -3.534 -0.346 -0.481 0.14
H 2.599 -2.618 0.382 0.12
H 3.945 -0.240 1.383 0.12
H 2.650 1.016 1.652 0.09
H 2.844 -0.252 2.787 0.04
H -4.333 1.525 -0.713 0.07
H -3.705 3.052 -0.656 0.12
```

Properties
- HOMO-LUMO gap (alpha / beta) (eV) = 5.9 / 5.9
- highest occupied orbital energy (alpha / beta) (eV) = -8.392 / -8.452
- energy above the lowest of the compared OMol25 structures with the same formula, charge and spin (eV) = 10.845

=====

(2)
An isolated ion of composition C8H8NO4S and charge -1 in a non-equilibrium geometry, computed with wB97M-V/def2-TZVPD.

The geometry in XYZ format:
```
22
Properties=species:S:1:pos:R:3:lowdin_charge:R:1
C -2.600 0.842 -0.607 0.14
C 0.994 -0.415 -0.536 -0.38
C -3.460 -1.513 -0.233 -0.37
C -3.403 1.596 0.412 -0.73
C -2.315 -2.518 -0.066 -0.05
C -1.428 -1.431 -0.566 -0.34
C 1.964 1.702 0.509 -0.13
C 1.922 0.520 -0.502 -0.32
N -2.568 -0.483 -0.560 0.01
O -2.573 1.487 1.322 0.07
O -4.653 -1.597 -0.338 0.14
O -4.481 2.087 0.271 0.07
O 0.523 -1.931 1.299 -0.57
S -0.158 -0.720 0.758 0.84
H -2.119 -2.630 1.024 0.13
H -2.215 -3.430 -0.641 0.12
H -0.994 -1.621 -1.563 0.12
H 2.057 2.497 -0.204 0.05
H 2.768 1.749 1.199 0.04
H 1.116 1.726 1.059 0.00
H 2.668 0.729 -1.297 0.06
H -1.650 1.290 -0.623 0.12
```

Properties
- HOMO-LUMO gap (eV) = 4.8
- highest occupied orbital energy (eV) = -3.067
- net charge = -1
- energy above the lowest of the compared OMol25 structures with the same formula, charge and spin (eV) = 5.898

=====

(3)
A single C8H8O molecule in a non-equilibrium geometry, computed with wB97M-V/def2-TZVPD.

The geometry in XYZ format:
```
17
Properties=species:S:1:pos:R:3:lowdin_charge:R:1
C 1.331 2.499 -0.404 0.17
C -2.050 0.590 -2.635 0.19
C 0.570 1.597 -0.558 -0.05
C -1.330 0.654 -1.645 -0.08
C 0.634 -0.903 0.970 -0.15
C -0.165 -0.715 -0.057 -0.06
C 1.088 -2.206 1.537 -0.08
C -0.598 0.684 -0.452 -0.46
O -1.447 1.238 0.780 -0.04
H 1.971 3.239 -0.455 -0.01
H -2.569 0.300 -3.438 -0.01
H 1.153 -0.066 1.449 0.12
H -0.637 -1.628 -0.586 0.16
H 1.788 -2.546 0.784 0.09
H 1.478 -2.065 2.521 0.07
H 0.264 -2.870 1.565 0.06
H -1.482 2.200 0.624 0.08
```

Properties
- HOMO-LUMO gap (eV) = 10.5
- highest occupied orbital energy (eV) = -9.636
- energy above the lowest of the compared OMol25 structures with the same formula, charge and spin (eV) = 4.960
- SMILES = C#CC(O)(C#C)/C=C/C

=====

(4)
A single C8H8O molecule in a non-equilibrium geometry, computed with wB97M-V/def2-TZVPD.

The geometry in XYZ format:
```
17
Properties=species:S:1:pos:R:3:lowdin_charge:R:1
C -3.112 1.538 -0.169 0.09
C 3.753 1.583 0.280 0.13
C -2.135 0.876 -0.288 -0.14
C 2.818 0.921 -0.016 -0.14
C -0.943 0.014 -0.573 -0.31
C 0.528 0.627 -0.428 0.05
C -1.048 -1.170 0.346 -0.09
C 1.796 0.071 -0.382 -0.33
O 2.048 -1.297 -0.365 0.06
H -4.072 2.137 -0.039 0.07
H 4.514 2.320 0.642 0.07
H -0.989 -0.258 -1.715 0.17
H 0.519 1.673 -0.327 0.09
H -0.274 -1.773 0.583 0.03
H -1.355 -0.933 1.402 0.11
H -1.928 -1.657 0.148 0.05
H 2.941 -1.563 -0.423 0.08
```

Properties
- HOMO-LUMO gap (eV) = 9.4
- highest occupied orbital energy (eV) = -8.630
- energy above the lowest of the compared OMol25 structures with the same formula, charge and spin (eV) = 4.955
- SMILES = C#C/C(O)=C/[C@@H](C)C#C

=====

(5)
A single C8H8O4S3 molecule in a non-equilibrium geometry, computed with wB97M-V/def2-TZVPD.

The geometry in XYZ format:
```
23
Properties=species:S:1:pos:R:3:lowdin_charge:R:1
C 1.949 1.093 -0.740 -0.47
C 2.007 -0.392 -1.210 -0.67
C -0.215 0.870 0.019 -0.39
C -1.655 -0.726 -1.225 -0.23
C -1.081 -2.039 -0.707 -0.43
C -0.535 0.234 -1.146 -0.06
C 0.928 -1.188 1.286 -1.42
C -0.848 2.014 2.003 -0.05
O 2.902 1.767 -0.990 0.20
O 2.357 -0.582 -2.332 0.06
O 1.031 1.427 0.116 0.10
O -1.083 0.996 1.043 -0.10
S 1.440 -0.641 2.704 0.71
S 2.122 -1.724 -0.026 0.97
S -0.636 -1.952 1.072 0.89
H -1.943 -0.844 -2.290 0.13
H -2.462 -0.481 -0.518 0.12
H -1.813 -2.879 -0.648 0.09
H -0.085 -2.076 -1.215 0.06
H 0.259 0.352 -1.998 0.16
H -1.853 2.635 2.076 0.13
H 0.023 2.592 1.724 0.09
H -0.811 1.542 3.001 0.08
```

Properties
- HOMO-LUMO gap (eV) = 7.9
- highest occupied orbital energy (eV) = -9.111
- energy above the lowest of the compared OMol25 structures with the same formula, charge and spin (eV) = 2.525
- SMILES = CO/C1=C\CCSC(=S)SC(=O)C(=O)O1

=====

(6)
C8H8O5PdSe4 as an isolated structure in a non-equilibrium geometry, computed with wB97M-V/def2-TZVPD.

The geometry in XYZ format:
```
26
Properties=species:S:1:pos:R:3:lowdin_charge:R:1
Pd -0.206 0.940 -0.272 0.41
O 0.269 -1.114 3.299 0.09
C -0.032 -0.901 2.143 -0.58
O -0.404 0.247 1.671 -0.19
C -0.068 -2.139 1.179 -0.10
C -1.343 -2.176 0.323 -0.28
C -1.547 -3.590 -0.244 -0.09
C -0.445 -3.644 -1.330 -0.09
C 0.179 -2.245 -1.194 -0.26
O -0.961 -1.438 -0.852 -0.20
C 1.031 -2.196 0.086 -0.10
C 2.042 -1.017 0.107 -0.58
O 3.150 -1.225 0.550 0.10
O 1.661 0.119 -0.408 -0.24
H -0.002 -2.987 1.855 0.15
H -2.220 -1.728 0.785 0.13
H -2.544 -3.676 -0.677 0.11
H -1.434 -4.356 0.522 0.12
H -0.870 -3.774 -2.325 0.11
H 0.284 -4.434 -1.160 0.12
H 0.658 -1.857 -2.090 0.15
H 1.655 -3.079 0.195 0.15
Se 0.465 1.577 -2.457 0.28
Se -0.845 3.163 -3.218 0.25
Se -3.046 0.917 -0.517 0.29
Se -1.868 2.541 0.395 0.24
```

Properties
- HOMO-LUMO gap (alpha / beta) (eV) = 7.1 / 5.1
- spin multiplicity = 5
- highest occupied orbital energy (alpha / beta) (eV) = -9.029 / -9.023
- energy above the lowest of the compared OMol25 structures with the same formula, charge and spin (eV) = 0.000

=====

(7)
A single C8H8OS molecule in a non-equilibrium geometry, computed with wB97M-V/def2-TZVPD.

The geometry in XYZ format:
```
18
Properties=species:S:1:pos:R:3:lowdin_charge:R:1
O 0.846 -0.018 -2.489 -0.51
C -1.970 0.391 -3.181 0.00
C -1.416 0.261 -1.961 -0.33
C 1.075 0.080 2.738 -0.09
C -0.106 -0.621 2.411 -0.09
C 1.907 0.524 1.723 -0.07
C -0.490 -0.797 1.092 -0.08
C 1.536 0.279 0.369 -0.07
C 0.380 -0.405 0.020 -0.40
S -0.061 -0.778 -1.642 0.91
H -1.648 -0.208 -4.014 0.06
H -2.793 1.044 -3.325 0.05
H -1.729 0.905 -1.174 0.07
H 1.395 0.126 3.793 0.11
H -0.657 -1.043 3.251 0.10
H 2.879 0.998 1.937 0.11
H -1.412 -1.327 0.862 0.11
H 2.263 0.588 -0.411 0.12
```

Properties
- HOMO-LUMO gap (eV) = 9.6
- highest occupied orbital energy (eV) = -8.888
- energy above the lowest of the compared OMol25 structures with the same formula, charge and spin (eV) = 0.661

=====

(8)
A single C8H8S molecule in a non-equilibrium geometry, computed with wB97M-V/def2-TZVPD.

The geometry in XYZ format:
```
17
Properties=species:S:1:pos:R:3:lowdin_charge:R:1
C 1.222 1.875 0.360 -0.37
C 0.121 -0.106 0.030 -0.20
C -0.010 1.325 0.136 -0.34
C 1.509 -0.523 -0.018 -0.49
C 1.382 -1.991 -0.045 -0.09
C 0.126 -2.397 -0.325 -0.12
C -0.841 -1.277 -0.175 -0.14
C -1.350 1.930 0.174 -0.04
S 2.523 0.759 0.375 1.03
H 1.577 2.853 0.377 0.04
H 2.156 -2.785 -0.015 0.11
H -0.281 -3.362 -0.577 0.10
H -1.686 -1.410 0.534 0.13
H -1.325 -1.053 -1.182 0.15
H -2.023 1.110 0.216 0.05
H -1.570 2.548 0.983 0.05
H -1.529 2.504 -0.849 0.13
```

Properties
- HOMO-LUMO gap (eV) = 8.8
- highest occupied orbital energy (eV) = -7.851
- energy above the lowest of the compared OMol25 structures with the same formula, charge and spin (eV) = 0.000
- SMILES = Cc1csc2c1CC=C2